[1]
Molecular formula: C4H10N2O2
Method: DFT, ωB97M-V with the def2-TZVPD basis set

```
18
Properties=species:S:1:pos:R:3:lowdin_charge:R:1
C -1.21 -0.43 3.21 -0.01
C -0.69 -0.29 1.79 -0.60
O -0.22 0.76 1.40 0.02
N -0.76 -1.35 0.97 0.17
H -0.17 -1.32 0.16 0.04
H -0.88 -2.25 1.41 0.10
H -2.28 -0.56 3.12 0.08
H -1.10 0.54 3.65 0.07
H -0.68 -1.19 3.79 0.08
C 0.50 0.69 -3.19 -0.01
C 0.79 0.14 -1.83 -0.58
O 0.46 -0.97 -1.47 0.02
N 1.56 0.94 -1.05 0.17
H 1.57 0.61 -0.09 0.09
H 1.73 1.87 -1.35 0.10
H -0.33 0.22 -3.71 0.09
H 1.44 0.81 -3.76 0.09
H 0.28 1.77 -3.06 0.08
```

The HOMO energy comes out at -9.49 eV. Its charge is 0. The calculation puts the LUMO energy at 0.92 eV. Its frontier orbital gap is 10.4 eV.



[2]
Molecular formula: C4H10N2O2
Method: DFT, ωB97M-V with the def2-TZVPD basis set

```
18
Properties=species:S:1:pos:R:3:lowdin_charge:R:1
O -1.15 0.70 -0.73 0.25
C -1.29 -0.39 -1.41 -0.55
O -0.72 -1.42 -1.07 0.09
C -2.22 -0.36 -2.61 0.07
H -1.62 -0.77 -3.42 0.11
H -3.06 -1.02 -2.42 0.11
H -2.52 0.67 -2.80 0.10
C 1.39 1.87 1.53 -0.02
N 0.91 0.59 1.01 0.02
C 1.29 -0.56 1.53 -0.14
N 0.88 -1.71 1.06 0.18
H 2.42 1.77 1.85 0.10
H 0.77 2.25 2.35 0.10
H 1.31 2.62 0.75 0.10
H 0.20 0.59 0.27 0.09
H 1.99 -0.55 2.36 0.17
H 0.19 -1.73 0.25 0.09
H 1.25 -2.54 1.49 0.13
```

The HOMO energy (spin up / spin down) comes out at -14.58 / -14.56 eV. Its charge is +1. The calculation puts the LUMO energy (spin up / spin down) at -2.93 / -8.11 eV. As for the spin multiplicity: 2. Its frontier orbital gap (spin up / spin down) is 11.7 / 6.4 eV.



[3]
Molecular formula: C4H10N2O2
Method: DFT, ωB97M-V with the def2-TZVPD basis set

```
18
Properties=species:S:1:pos:R:3:lowdin_charge:R:1
C 0.44 1.03 1.76 0.00
C 0.46 -0.46 1.98 -0.58
O 0.92 -1.30 1.21 0.02
N -0.04 -0.86 3.18 0.17
H -0.02 -1.85 3.37 0.12
H -0.41 -0.13 3.76 0.10
H 1.43 1.36 1.45 0.10
H 0.10 1.55 2.64 0.08
H -0.29 1.33 1.01 0.07
C 0.43 -0.57 -1.59 0.06
C -0.17 0.07 -2.81 -0.41
O 0.57 0.13 -3.81 0.36
N -1.43 0.45 -2.83 0.26
H 0.21 -0.11 -0.63 0.06
H 1.51 -0.59 -1.65 0.11
H -1.73 1.11 -3.54 0.16
H -2.02 0.40 -2.01 0.16
H 0.03 -1.58 -1.50 0.13
```

The HOMO energy (spin up / spin down) comes out at -13.33 / -13.23 eV. Its charge is +1. The calculation puts the LUMO energy (spin up / spin down) at -4.04 / -8.87 eV. As for the spin multiplicity: 2. Its frontier orbital gap (spin up / spin down) is 9.3 / 4.4 eV.



[4]
Molecular formula: C4H10N2O2
Method: DFT, ωB97M-V with the def2-TZVPD basis set

```
18
Properties=species:S:1:pos:R:3:lowdin_charge:R:1
O -0.51 1.76 -0.97 0.08
C -0.40 0.90 -1.82 -0.59
O -1.25 0.80 -2.84 0.13
C 0.70 -0.12 -1.91 0.02
H -1.89 1.53 -2.73 0.15
H 0.95 -0.29 -2.95 0.10
H 0.36 -1.07 -1.48 0.07
H 1.58 0.23 -1.39 0.10
C 0.14 -0.98 1.34 -0.07
C 0.52 -0.65 2.59 -0.05
N 1.82 -1.02 3.01 0.07
N -1.07 -0.58 0.78 0.21
H 0.81 -1.59 0.73 0.15
H -0.13 -0.14 3.29 0.14
H 1.75 -1.70 3.77 0.12
H 2.27 -0.20 3.42 0.11
H -1.63 -1.37 0.44 0.15
H -1.08 0.19 0.09 0.10
```

The HOMO energy (spin up / spin down) comes out at -14.65 / -14.64 eV. Its charge is +1. The calculation puts the LUMO energy (spin up / spin down) at -3.91 / -8.54 eV. As for the spin multiplicity: 2. Its frontier orbital gap (spin up / spin down) is 10.7 / 6.1 eV.



[5]
Molecular formula: C4H10N2O3
Method: DFT, ωB97M-V with the def2-TZVPD basis set

```
19
Properties=species:S:1:pos:R:3:lowdin_charge:R:1
C 2.06 -1.58 0.15 -0.07
C 0.86 1.17 0.65 -0.48
N 0.84 -1.91 0.10 0.04
O 1.29 1.14 1.92 0.11
O 1.44 1.77 -0.22 0.09
H 2.13 1.62 2.00 0.13
H -0.30 -1.22 1.01 0.09
H 0.43 -1.94 -0.83 0.08
H 2.51 -1.47 1.13 0.08
H 2.70 -1.40 -0.71 0.09
C -2.23 0.22 -1.29 -0.11
N -0.84 0.32 -0.89 -0.08
C -0.65 0.64 0.50 -0.41
O -0.94 -0.41 1.32 -0.05
H -0.32 0.98 -1.47 0.11
H -1.24 1.52 0.84 0.16
H -2.77 1.18 -1.21 0.08
H -2.27 -0.12 -2.33 0.08
H -2.72 -0.51 -0.66 0.08
```

The HOMO energy comes out at -9.10 eV. Its charge is 0. The calculation puts the LUMO energy at 0.67 eV. Its frontier orbital gap is 9.8 eV.



[6]
Molecular formula: C4H10N2O3
Method: DFT, ωB97M-V with the def2-TZVPD basis set

```
19
Properties=species:S:1:pos:R:3:lowdin_charge:R:1
C -0.13 -1.09 -2.07 -0.10
C -1.37 -1.10 1.29 0.02
C -1.02 -0.25 0.09 -0.49
O 0.02 -1.02 -0.67 -0.16
O -1.90 0.35 -0.51 0.05
H -1.09 -0.68 -2.42 0.08
H 0.69 -0.54 -2.54 0.08
H -0.11 -2.14 -2.36 0.09
H -1.48 -0.46 2.16 0.07
H -0.59 -1.81 1.54 0.09
H -2.33 -1.59 1.15 0.10
N 2.44 1.06 0.07 0.06
C 0.23 1.53 0.36 -0.30
O 0.46 1.57 1.73 0.00
N 1.27 1.36 -0.45 0.01
H -0.23 1.05 2.16 0.07
H 3.10 0.67 -0.59 0.10
H 2.44 0.75 1.05 0.11
H -0.41 2.34 0.02 0.14
```

The HOMO energy comes out at -8.39 eV. Its charge is 0. The calculation puts the LUMO energy at -0.05 eV. Its frontier orbital gap is 8.3 eV.



[7]
Molecular formula: C4H10N2OS
Method: DFT, ωB97M-V with the def2-TZVPD basis set

```
18
Properties=species:S:1:pos:R:3:lowdin_charge:R:1
C -0.02 -1.08 -0.91 -0.30
N -1.17 -1.97 -1.07 -0.05
C -0.17 0.14 0.02 -0.47
C -0.92 1.26 -0.70 -0.69
S -2.75 0.98 -1.00 -0.01
N 1.18 0.57 0.39 -0.06
C 1.63 0.36 1.81 -0.61
O 2.62 1.17 2.18 -0.37
H 0.27 -0.68 -1.88 0.09
H 0.82 -1.67 -0.53 0.09
H -1.89 -1.50 -1.60 -0.03
H -1.56 -2.18 -0.15 0.04
H -0.72 -0.20 0.90 0.11
H -0.50 1.43 -1.70 0.03
H -0.86 2.19 -0.13 0.03
H 1.45 1.49 0.08 0.07
H 0.70 0.44 2.43 0.07
H 1.91 -0.73 1.85 0.06
```

The HOMO energy comes out at 0.37 eV. Its charge is -2. The calculation puts the LUMO energy at 5.99 eV. Its frontier orbital gap is 5.6 eV.



[8]
Molecular formula: C4H10N2OS
Method: DFT, ωB97M-V with the def2-TZVPD basis set

```
18
Properties=species:S:1:pos:R:3:lowdin_charge:R:1
C -2.37 -1.02 0.09 -0.13
C -0.11 -0.06 0.89 -0.44
C 1.19 -0.72 0.91 -0.40
C -0.22 1.27 0.06 -0.55
H -2.93 -0.58 1.22 0.15
H -2.68 -2.19 -0.26 0.11
H -2.98 -0.39 -1.03 0.16
H -0.73 -0.08 1.97 0.20
H 1.24 -1.66 1.50 0.10
H 1.99 -0.07 1.29 0.08
H 0.47 -1.72 -1.14 -0.05
H -0.10 3.34 0.41 0.11
H 0.30 2.30 1.98 0.19
H -0.41 0.31 -1.51 0.04
N -0.14 2.38 0.88 0.05
N -0.45 1.38 -1.19 0.09
O -0.90 -1.02 0.20 -0.39
S 1.64 -0.89 -0.97 0.69
```

The HOMO energy comes out at -8.58 eV. Its charge is 0. The calculation puts the LUMO energy at 0.65 eV. Its frontier orbital gap is 9.2 eV.



[9]
Molecular formula: C4H10N2OS
Method: DFT, ωB97M-V with the def2-TZVPD basis set

```
18
Properties=species:S:1:pos:R:3:lowdin_charge:R:1
O -1.39 0.56 -1.90 0.04
C -0.96 0.16 -0.82 -0.48
N 0.30 -0.34 -0.65 0.02
C 0.94 -0.42 0.66 -0.31
C 2.46 -0.52 0.48 -0.61
S 3.04 0.85 -0.59 0.63
C -1.82 0.23 0.43 -0.22
N -3.20 0.47 0.05 -0.01
H 1.02 0.00 -1.31 0.00
H 0.77 0.46 1.29 0.10
H 0.59 -1.32 1.19 0.12
H 2.97 -0.49 1.46 0.08
H 2.75 -1.49 0.04 0.06
H 2.66 -0.43 -2.23 0.18
H -1.73 -0.71 0.97 0.11
H -1.43 1.04 1.08 0.13
H -3.29 0.88 -0.90 0.08
H -3.68 1.06 0.73 0.06
```

The HOMO energy comes out at -9.15 eV. Its charge is 0. The calculation puts the LUMO energy at -1.92 eV. Its frontier orbital gap is 7.2 eV.



[10]
Molecular formula: C4H10N2OS
Method: DFT, ωB97M-V with the def2-TZVPD basis set

```
18
Properties=species:S:1:pos:R:3:lowdin_charge:R:1
C -1.12 -2.55 1.31 -0.09
C 0.24 -2.12 0.76 -0.19
C 0.23 -0.67 0.31 -0.45
C -0.40 1.20 -2.50 -0.10
H -1.39 -1.93 2.16 0.08
H -1.12 -3.61 1.62 0.08
H -1.90 -2.43 0.60 0.05
H 0.98 -2.23 1.50 0.09
H 0.53 -2.75 -0.08 0.11
H -0.95 -1.25 -1.23 0.14
H 0.65 1.43 -2.39 0.08
H -0.96 2.10 -2.69 0.08
H -0.56 0.50 -3.33 0.09
H 0.12 2.14 -0.15 -0.17
N -0.28 -0.52 -0.99 0.03
N 0.75 0.19 1.10 -0.33
O -0.93 0.69 -1.28 -0.23
S 0.94 1.85 0.89 0.72
```

The HOMO energy comes out at -8.21 eV. Its charge is 0. The calculation puts the LUMO energy at 0.81 eV. Its frontier orbital gap is 9.0 eV.



[11]
Molecular formula: C4H10N2OS
Method: DFT, ωB97M-V with the def2-TZVPD basis set

```
18
Properties=species:S:1:pos:R:3:lowdin_charge:R:1
C 0.46 -0.64 0.39 -0.26
N -0.47 -0.43 1.37 0.09
C -0.74 -1.80 2.03 -0.26
O -0.44 -3.14 1.95 -0.01
C 0.36 0.62 -0.49 -0.46
C -0.86 0.60 -1.48 -0.52
S -1.14 2.32 -1.81 0.85
N 1.59 1.07 -1.22 0.08
H 1.53 -0.61 0.75 0.17
H 0.42 -1.42 -0.37 0.16
H 0.14 -1.16 2.35 0.18
H -1.57 -1.61 2.76 0.15
H 0.24 1.46 0.20 0.03
H -0.79 0.05 -2.46 0.12
H -1.74 0.19 -0.98 0.10
H -0.14 2.20 0.63 0.38
H 1.82 0.35 -1.91 0.12
H 1.32 1.95 -1.72 0.07
```

The HOMO energy (spin up / spin down) comes out at -14.13 / -14.07 eV. Its charge is +1. The calculation puts the LUMO energy (spin up / spin down) at -7.44 / -7.66 eV. As for the spin multiplicity: 2. Its frontier orbital gap (spin up / spin down) is 6.7 / 6.4 eV.



[12]
Molecular formula: C4H10N2OS2
Method: DFT, ωB97M-V with the def2-TZVPD basis set

```
19
Properties=species:S:1:pos:R:3:lowdin_charge:R:1
C -3.02 -0.59 -0.54 -0.56
C 0.61 -0.89 -0.30 -0.60
C 2.08 1.96 0.68 -0.09
C 1.83 -0.03 -0.48 -0.27
N -1.69 -1.16 -0.47 -0.14
N -0.51 -0.46 -0.61 0.02
O 2.35 0.54 0.69 -0.18
S -3.37 0.84 0.54 0.67
S 0.82 -2.60 0.36 0.77
H -3.31 -0.22 -1.57 0.08
H -3.59 -1.46 -0.33 0.06
H 0.95 1.95 0.76 0.09
H 2.26 2.57 -0.22 0.08
H 2.50 2.57 1.56 0.11
H 1.45 0.70 -1.19 0.12
H 2.62 -0.58 -0.90 0.10
H -1.65 -2.05 0.00 0.07
H -2.17 1.35 0.87 -0.17
H 1.85 -2.44 1.17 -0.16
```

The HOMO energy comes out at -8.71 eV. Its charge is 0. The calculation puts the LUMO energy at 0.66 eV. Its frontier orbital gap is 9.4 eV.



[13]
Molecular formula: C4H10N2P2
Method: DFT, ωB97M-V with the def2-TZVPD basis set

```
18
Properties=species:S:1:pos:R:3:lowdin_charge:R:1
C -0.12 -1.02 -0.41 -0.16
C -0.62 -0.80 0.81 -0.29
C 1.32 -0.81 -0.76 -0.32
C -2.03 -0.88 1.12 -0.28
N -1.82 1.34 -0.76 -0.36
N 1.71 0.61 -0.78 -0.38
P -3.06 0.72 -0.10 0.83
P 1.88 1.37 0.76 0.75
H -0.78 -1.33 -1.21 0.10
H 0.04 -0.45 1.59 0.06
H 1.97 -1.30 -0.03 0.10
H 1.53 -1.21 -1.75 0.10
H -2.31 -0.68 2.15 0.04
H -2.54 -1.76 0.73 0.04
H -1.90 2.12 -1.39 -0.03
H 1.03 1.12 -1.33 0.05
H 2.99 0.58 1.12 -0.11
H 2.71 2.38 0.26 -0.12
```

The HOMO energy comes out at -7.81 eV. Its charge is 0. The calculation puts the LUMO energy at -0.23 eV. Its frontier orbital gap is 7.6 eV.



[14]
Molecular formula: C4H10N2S
Method: DFT, ωB97M-V with the def2-TZVPD basis set

```
17
Properties=species:S:1:pos:R:3:lowdin_charge:R:1
C 0.08 1.09 -0.56 -0.21
C -0.62 1.16 0.84 -0.23
C 0.94 -0.09 -0.28 -0.67
C -0.56 -2.04 -0.26 -0.10
N -0.81 -0.23 1.25 -0.05
N 0.13 -1.06 0.55 -0.26
S 2.62 0.22 0.52 0.68
H -0.73 0.76 -1.41 0.16
H 0.74 2.03 -0.75 0.13
H 0.16 1.76 1.43 0.12
H -1.55 1.77 0.64 0.11
H 1.30 -0.78 -1.16 0.11
H 0.25 -2.55 -0.97 0.12
H -1.05 -2.78 0.33 0.07
H -1.23 -1.51 -0.92 0.06
H -0.70 -0.31 2.26 0.11
H 3.53 -0.55 -0.14 -0.15
```

The HOMO energy comes out at -8.26 eV. Its charge is 0. The calculation puts the LUMO energy at 0.79 eV. Its frontier orbital gap is 9.1 eV.



Energy relative to the best compared isomer or geometry (same formula, charge and spin), record by record: 8.8 13.2 24.2 48.0 42.8 102.6 5.2 132.2 82.3 77.8 230.6 14.0 5.4 59.4 kcal per mole
Electronic energy, record by record: -418.4469 -418.1169 -418.0994 -418.0614 -493.6170 -493.5216 -741.2696 -741.1673 -741.2469 -741.2539 -740.6765 -1139.4298 -950.5217 -666.0084 Ha
F_max, record by record: 1.6 2.4 1.4 1.6 2.4 5.5 1.3 5.1 4.0 1.3 7.9 3.3 2.6 5.5 eV/Å